ORCA calculation (ωB97M-V with the def2-TZVPD basis set) on the molecule C21H28F3N3O3.

Properties
Kohn-Sham gap: 9.2053 eV
SMILES: COCCN1CCN(C(=O)[C@H]2CCC(=O)N(Cc3cccc(C(F)(F)F)c3)C2)CC1
2S+1: 1
energy relative to the best compared isomer or geometry (same formula, charge and spin): 0.595 eV

Geometry (Å):
C  -4.4359  -5.0328  0.6518
O  -3.9894  -3.8495  1.2629
C  -4.9857  -2.8717  1.4561
C  -5.3638  -2.0686  0.1933
N  -4.3335  -1.2363  -0.3883
C  -3.8305  -0.1910  0.4786
C  -3.0262  0.8001  -0.3702
N  -1.9388  0.1125  -1.0222
C  -0.6119  0.3070  -0.8786
O  0.1989  -0.3529  -1.5054
C  -0.1601  1.4005  0.0958
C  -0.4012  0.9559  1.5544
C  0.8489  1.1501  2.4157
C  1.9978  0.3806  1.7940
O  2.6761  -0.4308  2.3921
N  2.1645  0.6770  0.4879
C  3.1143  -0.0514  -0.3228
C  4.2000  0.8449  -0.8495
C  4.6124  0.7753  -2.1744
C  5.6073  1.6114  -2.6512
C  6.1983  2.5430  -1.8159
C  5.7838  2.6186  -0.4934
C  6.3981  3.6118  0.4500
F  7.2057  3.0301  1.3562
F  7.1384  4.5454  -0.1663
F  5.4672  4.2795  1.1595
C  4.7988  1.7720  -0.0067
C  1.3370  1.6781  -0.1337
C  -2.4166  -0.9806  -1.8470
C  -3.2267  -1.9563  -0.9940
H  -4.7608  -4.8700  -0.3818
H  -5.2645  -5.4788  1.2158
H  -3.5880  -5.7150  0.6543
H  -4.5820  -2.1965  2.2149
H  -5.8988  -3.3360  1.8577
H  -6.2027  -1.4174  0.4578
H  -5.7046  -2.7545  -0.5866
H  -4.6765  0.3256  0.9374
H  -3.1778  -0.5833  1.2768
H  -2.6672  1.6171  0.2499
H  -3.6864  1.2062  -1.1462
H  -0.7022  2.3238  -0.1275
H  -1.2315  1.5090  1.9976
H  -0.6605  -0.1054  1.5737
H  0.6809  0.7717  3.4239
H  1.1074  2.2091  2.4819
H  3.5460  -0.8183  0.3299
H  2.5783  -0.5373  -1.1438
H  4.1483  0.0588  -2.8358
H  5.9211  1.5440  -3.6816
H  6.9670  3.2052  -2.1823
H  4.4972  1.8324  1.0286
H  1.5840  2.6712  0.2628
H  1.5459  1.6756  -1.2043
H  -1.5509  -1.4759  -2.2870
H  -3.0525  -0.5732  -2.6399
H  -3.6273  -2.7440  -1.6341
H  -2.5694  -2.4161  -0.2404

Cartesian forces, eV/Å:
-0.024 -0.029 -0.031
0.164 0.132 0.050
-0.186 0.253 -0.168
0.146 -0.310 0.332
0.049 -0.016 0.039
-0.016 0.221 -0.202
-0.187 0.094 0.411
-0.322 -0.225 -0.163
0.080 0.542 0.113
0.330 -0.168 -0.073
0.259 -0.109 -0.270
-0.039 0.154 0.097
-0.057 -0.207 0.098
-0.155 0.271 0.257
0.143 -0.250 0.303
0.109 -0.200 -0.281
0.103 -0.356 0.074
0.074 0.110 -0.022
-0.009 -0.003 0.116
0.073 0.018 -0.042
-0.016 0.029 0.145
0.021 0.040 0.012
0.124 0.210 0.229
0.023 -0.216 0.019
0.054 -0.001 -0.281
-0.214 -0.052 0.007
0.122 0.030 -0.186
-0.419 0.294 -0.143
0.106 -0.487 -0.130
0.152 0.205 -0.267
0.000 -0.033 0.000
0.018 -0.011 -0.026
-0.073 -0.065 -0.053
-0.110 -0.024 -0.001
0.037 0.045 0.031
-0.067 -0.089 -0.002
-0.100 0.022 0.025
0.016 0.016 0.044
-0.031 0.047 0.018
0.040 0.012 -0.035
0.026 0.041 0.117
-0.008 -0.042 0.052
-0.041 -0.098 -0.021
-0.074 0.024 0.047
0.115 0.032 -0.067
0.012 0.034 0.024
-0.085 0.079 -0.162
0.078 0.046 0.092
-0.081 -0.075 -0.078
0.017 -0.007 -0.104
0.043 0.057 -0.027
-0.070 0.020 0.120
-0.042 -0.051 -0.112
0.021 0.064 0.125
-0.141 0.080 0.015
0.020 -0.039 0.009
0.016 -0.053 0.016
-0.024 -0.009 -0.088

Löwdin charges, unit e, in atom order: -0.110, -0.202, -0.209, -0.168, -0.169, -0.167, -0.123, -0.043, -0.410, 0.063, -0.182, -0.130, -0.078, -0.467, 0.062, -0.050, -0.091, -0.180, -0.023, -0.062, -0.016, -0.113, -0.586, 0.142, 0.134, 0.133, 0.047, -0.105, -0.111, -0.157, 0.080, 0.090, 0.092, 0.117, 0.121, 0.122, 0.115, 0.129, 0.122, 0.107, 0.133, 0.143, 0.112, 0.126, 0.125, 0.125, 0.137, 0.119, 0.116, 0.106, 0.117, 0.136, 0.134, 0.137, 0.121, 0.132, 0.126, 0.130

---

ORCA calculation (ωB97M-V with the def2-TZVPD basis set) on a structure of composition C21H28FMnN4O3S at a distorted geometry.

Properties
Kohn-Sham gap (alpha / beta): 7.2168 / 7.4068 eV
⟨S²⟩: 1.13
charge: +1
2S+1: 2
energy relative to the best compared isomer or geometry (same formula, charge and spin): 0.435 eV

Geometry (Å):
Mn  1.3212  -0.5983  -0.3780
C  4.6621  5.7034  1.5879
C  5.4507  4.7892  0.6607
C  6.7834  4.4161  1.3063
C  7.6642  3.7236  0.2786
C  6.8999  2.6058  -0.3684
C  7.5809  1.6117  -1.0481
C  6.9036  0.5251  -1.5851
F  7.5869  -0.3996  -2.2671
C  5.5485  0.3744  -1.4119
C  4.8390  1.3737  -0.7430
C  3.4155  1.2174  -0.5520
O  2.8084  0.1696  -0.9586
C  2.7382  2.2916  0.0767
C  3.4298  3.4207  0.4347
N  4.7560  3.5463  0.3083
C  5.4996  2.5246  -0.2543
C  1.2435  2.2563  0.2384
O  0.6084  3.2896  0.3246
O  0.7088  1.0802  0.1915
H  5.2931  6.5490  1.8543
H  4.3909  5.1769  2.5002
H  3.7675  6.1061  1.1233
H  5.6532  5.3064  -0.2870
H  6.6033  3.7415  2.1450
H  7.2649  5.3120  1.6948
H  8.5591  3.3184  0.7551
H  8.0017  4.4348  -0.4820
H  8.6490  1.6719  -1.1682
H  5.0296  -0.4955  -1.7819
H  2.8702  4.2430  0.8444
C  -1.8498  2.7556  -2.0208
N  -1.1496  1.4939  -1.8856
C  -1.2297  0.3914  -2.6041
S  -0.3566  -1.0242  -2.0848
N  -1.9463  0.2144  -3.7087
C  -2.5856  1.1755  -4.5841
H  -1.8137  3.2484  -1.0516
H  -2.8879  2.6007  -2.3053
H  -1.3535  3.4051  -2.7450
H  -0.5842  1.4216  -1.0373
H  -1.9614  -0.7419  -4.0346
H  -2.1032  2.1450  -4.5197
H  -3.6464  1.2863  -4.3566
H  -2.4976  0.8159  -5.6070
C  1.0142  -3.9591  -1.0386
C  1.1507  -3.4446  0.4101
C  -0.1354  -3.7624  1.1893
C  2.3951  -4.0577  1.0794
N  1.3133  -2.0516  0.3075
H  1.1368  -5.0363  -1.0665
H  1.7797  -3.4877  -1.6573
H  0.0344  -3.7004  -1.4323
H  -0.3827  -4.8129  1.0795
H  -0.9461  -3.1610  0.7863
H  -0.0234  -3.5247  2.2421
H  2.3094  -5.1401  1.0889
H  2.5019  -3.7028  2.1007
H  3.2826  -3.7770  0.5181

Cartesian forces, eV/Å:
-2.016 -1.184 0.572
-0.060 -0.161 -0.258
0.515 0.751 0.417
0.130 -0.027 -0.326
0.061 0.140 0.136
0.285 -0.196 -0.157
-0.307 0.200 0.104
-0.610 -0.126 -0.003
0.011 0.099 0.124
0.503 -0.109 -0.102
-0.204 0.021 -0.007
0.091 1.345 0.747
2.152 0.149 -0.927
-0.070 -0.887 -0.447
0.560 0.006 0.009
-0.883 -0.178 0.117
-0.044 -0.684 -0.369
0.433 0.513 -0.192
0.046 0.024 0.159
-0.801 0.390 0.207
0.021 -0.029 -0.017
-0.056 -0.005 0.130
-0.127 0.051 -0.014
-0.026 -0.011 0.124
-0.081 0.033 0.111
-0.018 0.000 -0.030
-0.017 0.014 -0.074
-0.030 0.010 0.052
0.232 0.010 0.028
-0.019 -0.051 -0.060
0.016 0.168 0.059
-0.151 0.263 -0.200
0.057 0.035 0.085
0.343 -0.160 0.844
0.408 -0.371 0.219
-0.004 -0.232 -0.122
-0.267 0.308 -0.078
-0.015 -0.038 -0.042
-0.017 0.058 0.007
-0.109 0.011 0.028
-0.060 -0.175 -0.212
0.141 0.100 0.095
0.024 -0.019 -0.047
0.013 0.034 0.027
0.053 0.023 0.012
0.189 0.237 0.123
-0.432 -1.291 0.367
0.269 0.187 -0.081
-0.150 0.362 -0.146
0.185 1.048 -1.100
-0.017 -0.177 0.025
-0.018 -0.161 -0.059
-0.035 -0.009 -0.068
-0.035 -0.166 0.038
-0.151 -0.028 -0.049
0.023 -0.001 0.165
-0.062 -0.099 -0.005
-0.009 0.033 0.105
0.138 -0.049 -0.042

Löwdin charges, unit e, in atom order: 0.656, -0.035, -0.295, -0.133, -0.123, -0.120, 0.077, -0.242, 0.097, 0.087, -0.038, -0.221, -0.104, -0.005, 0.071, 0.043, -0.058, -0.552, 0.091, -0.147, 0.094, 0.101, 0.085, 0.169, 0.139, 0.127, 0.131, 0.135, 0.140, 0.138, 0.139, -0.046, -0.002, -0.717, 0.760, -0.035, -0.053, 0.091, 0.088, 0.093, 0.074, 0.116, 0.079, 0.093, 0.095, -0.058, -0.688, -0.029, -0.025, -0.019, 0.091, 0.084, 0.045, 0.091, 0.080, 0.085, 0.091, 0.084, 0.084

---

ORCA calculation (ωB97M-V with the def2-TZVPD basis set) on a structure of composition C21H28MoN3O6S at a distorted geometry.

Properties
Kohn-Sham gap: 5.6270 eV
charge: +3
2S+1: 1
energy relative to the best compared isomer or geometry (same formula, charge and spin): 0.375 eV

Geometry (Å):
Mo  0.4829  -0.0485  0.2009
C  3.5685  -0.0110  -2.8684
C  3.1734  0.2952  -1.4736
O  2.0355  -0.1252  -1.0529
N  3.9446  0.9692  -0.6607
C  3.5663  1.2821  0.7206
C  2.5234  2.3713  0.7912
C  2.9072  3.6563  1.1160
C  1.9671  4.6825  1.1342
C  0.6585  4.3816  0.8189
C  0.3329  3.0747  0.4966
N  1.2320  2.0773  0.4834
H  3.4563  -1.0830  -3.0315
H  4.5894  0.2961  -3.0830
H  2.8822  0.5062  -3.5417
H  4.8470  1.2731  -1.0047
H  4.4695  1.6128  1.2275
H  3.2485  0.3586  1.2067
H  3.9444  3.8557  1.3503
H  2.2611  5.6929  1.3864
H  -0.1160  5.1354  0.8140
H  -0.6883  2.8274  0.2492
C  -4.7510  -2.5488  -5.0291
C  -4.0538  -1.7561  -3.9725
C  -2.6586  -1.7962  -3.8385
C  -2.0171  -1.0597  -2.8699
C  -2.7881  -0.2577  -2.0076
C  -4.1906  -0.1990  -2.1243
C  -4.7982  -0.9477  -3.1041
S  -2.0608  0.6393  -0.7736
O  -0.6500  1.0165  -1.1849
O  -2.8594  1.6708  -0.2348
N  -1.4674  -0.3406  0.4628
C  -1.9197  -1.6986  0.5851
C  -0.9033  -2.5633  -0.2036
O  -1.0134  -3.6708  -0.5499
O  0.2796  -1.8045  -0.4266
H  -4.0521  -3.1047  -5.6484
H  -5.3368  -1.8849  -5.6670
H  -5.4487  -3.2509  -4.5691
H  -2.0795  -2.4046  -4.5200
H  -0.9372  -1.0742  -2.8030
H  -4.7757  0.4353  -1.4711
H  -5.8740  -0.9027  -3.2147
H  -2.9301  -1.8503  0.2060
H  -1.8675  -2.0378  1.6216
C  1.1029  0.5654  4.4063
C  0.9849  -0.8187  3.9276
C  -0.3058  -1.4991  4.0869
C  2.1997  -1.6372  3.8251
O  0.8127  -0.3483  1.8142
H  1.2358  0.4548  5.4952
H  0.2058  1.1610  4.2539
H  1.9893  1.0735  4.0336
H  -0.3502  -1.7255  5.1650
H  -0.3634  -2.4527  3.5663
H  -1.1586  -0.8572  3.8732
H  2.3224  -2.0437  4.8435
H  3.0937  -1.0623  3.5980
H  2.0974  -2.4997  3.1691

Cartesian forces, eV/Å:
-0.052 0.015 -0.182
0.076 0.060 0.096
-0.110 0.003 -0.013
-0.075 -0.023 0.053
0.060 -0.021 -0.091
0.088 -0.044 -0.013
-0.043 0.067 -0.060
-0.012 -0.049 -0.014
0.084 -0.004 0.014
-0.093 -0.109 -0.045
-0.050 0.142 0.104
0.167 -0.196 0.108
0.006 -0.003 -0.027
-0.011 -0.011 -0.027
-0.007 -0.016 -0.021
-0.014 0.020 0.016
-0.026 0.005 0.013
-0.036 0.026 -0.002
0.000 0.025 0.005
0.008 0.003 0.003
0.000 0.004 -0.001
0.006 0.026 0.009
0.059 0.021 0.020
-0.045 -0.025 -0.029
-0.028 0.023 0.029
0.009 0.133 0.108
-0.299 -0.253 -0.308
0.161 0.084 0.107
-0.029 -0.021 -0.025
-0.054 -0.346 -0.226
0.185 0.272 0.044
-0.109 0.133 0.099
0.007 0.177 -0.047
-0.006 0.140 0.102
0.398 -0.146 -0.297
-0.102 0.026 0.093
-0.234 -0.047 0.267
-0.011 -0.007 -0.006
-0.014 -0.015 -0.008
-0.015 -0.003 -0.012
0.019 -0.001 0.008
0.022 -0.008 0.006
0.024 0.009 0.015
-0.003 0.008 0.012
0.024 -0.071 -0.017
-0.023 0.003 -0.014
0.001 0.090 -0.193
0.111 -0.214 1.067
-0.107 -0.016 -0.210
0.033 0.040 -0.179
0.053 0.118 -0.434
0.008 0.022 -0.011
-0.037 -0.044 0.017
0.033 -0.021 0.026
-0.024 0.002 -0.012
0.048 -0.017 0.020
0.012 0.027 0.034
0.028 0.004 -0.020
0.010 0.008 0.029
-0.070 -0.007 0.015

Löwdin charges, unit e, in atom order: 1.968, 0.070, -0.389, -0.166, 0.157, -0.069, -0.232, 0.029, 0.026, 0.017, -0.073, -0.023, 0.122, 0.110, 0.123, 0.187, 0.147, 0.112, 0.138, 0.142, 0.139, 0.096, -0.006, -0.199, 0.017, -0.036, -0.329, -0.010, 0.016, 0.738, -0.426, -0.184, -0.276, -0.095, -0.450, 0.259, -0.229, 0.093, 0.110, 0.109, 0.136, 0.117, 0.132, 0.143, 0.151, 0.133, -0.002, -0.301, -0.008, 0.000, -0.354, 0.153, 0.114, 0.103, 0.153, 0.109, 0.112, 0.154, 0.104, 0.117

---

ORCA calculation (ωB97M-V with the def2-TZVPD basis set) on a structure of composition C21H28N2O4S2 at a distorted geometry.

Properties
Kohn-Sham gap: 9.5590 eV
2S+1: 1
energy relative to the best compared isomer or geometry (same formula, charge and spin): 0.192 eV

Geometry (Å):
C  -2.8716  -4.8154  -0.9090
H  -3.4956  -4.6889  -1.7926
O  -2.3174  -3.5454  -0.6477
C  -1.4834  -3.4015  0.4250
C  -1.1756  -4.4189  1.3208
C  -0.3133  -4.1794  2.3774
C  0.2527  -2.9311  2.5557
C  -0.0504  -1.9157  1.6650
C  -0.9144  -2.1311  0.6046
C  -1.1886  -1.0252  -0.3807
N  -0.1357  -0.9709  -1.3787
C  0.6273  0.1014  -1.5528
N  0.4849  1.1958  -0.8683
C  1.3482  2.1868  -1.2106
O  2.1580  2.0587  -2.1266
C  1.2263  3.4403  -0.3913
H  1.9832  4.1511  -0.7241
H  0.2368  3.8635  -0.5741
C  1.3815  3.1355  1.1007
C  1.1798  4.3761  1.9667
C  1.4874  4.1124  3.4459
C  0.6890  5.1873  4.1733
H  0.5698  4.9806  5.2361
H  1.1828  6.1540  4.0626
C  -0.6418  5.1856  3.4231
H  -1.1821  6.1241  3.5389
H  -1.2741  4.3845  3.8085
C  -0.2697  4.9061  1.9574
H  -0.3421  5.8141  1.3594
H  -0.9469  4.1696  1.5251
H  2.5541  4.1575  3.6609
H  1.1196  3.1243  3.7290
H  1.8518  5.1617  1.6075
H  2.3822  2.7339  1.2776
H  0.6567  2.3683  1.3789
S  1.8565  -0.0902  -2.7806
C  1.3897  -1.8927  -3.0058
C  1.2976  -2.2756  -4.4657
H  2.1260  -2.8851  -4.8092
H  1.1721  -1.4155  -5.1184
S  -0.2611  -3.2129  -4.5583
O  -0.8791  -3.1126  -5.8488
O  -0.0837  -4.5255  -4.0030
C  -1.0776  -2.1732  -3.3137
H  -1.9692  -2.6529  -2.9281
C  0.0409  -2.0807  -2.2870
H  0.0540  -3.0122  -1.7110
H  -1.3077  -1.2172  -3.7755
H  2.1647  -2.4712  -2.5005
H  -2.1478  -1.1929  -0.8771
H  -1.1914  -0.0541  0.1158
H  0.3885  -0.9362  1.7842
H  0.9257  -2.7491  3.3789
H  -0.0847  -4.9820  3.0623
H  -1.5977  -5.4036  1.2006
H  -2.0929  -5.5523  -1.1256
H  -3.4920  -5.1617  -0.0773

Cartesian forces, eV/Å:
-0.098 -0.261 -0.072
0.025 -0.055 0.059
0.203 0.305 0.162
0.126 0.172 0.203
-0.202 -0.138 -0.231
0.057 0.086 0.034
0.078 -0.037 0.097
-0.112 -0.109 -0.057
-0.217 -0.102 -0.152
-0.154 -0.021 0.192
-0.146 -0.183 -0.008
0.537 0.221 -0.313
-0.627 -0.247 0.432
0.156 0.372 -0.162
0.178 0.756 0.177
0.192 -0.132 0.101
-0.053 0.001 -0.025
-0.044 0.037 -0.038
0.037 0.385 -0.098
0.053 -0.383 0.019
0.056 0.303 -0.070
-0.053 -0.170 0.083
0.030 0.081 0.068
0.046 0.062 0.030
-0.004 0.136 0.050
-0.100 -0.024 0.038
-0.048 0.004 0.031
0.010 0.090 -0.035
-0.072 -0.015 -0.075
-0.051 -0.016 -0.115
0.070 -0.095 0.014
-0.014 -0.112 0.023
0.022 0.019 0.019
0.032 -0.098 0.014
0.009 -0.020 0.081
-0.005 -1.133 -0.580
0.467 0.678 0.677
-0.670 -0.335 -0.074
-0.055 -0.164 -0.100
-0.025 0.059 -0.094
-0.310 0.411 -0.275
0.017 0.295 -0.114
0.260 -0.156 0.448
0.593 -0.481 -0.492
-0.072 -0.136 -0.099
-0.029 -0.145 0.320
0.007 0.143 -0.068
0.006 0.132 -0.079
-0.147 -0.023 -0.053
0.045 0.131 0.051
-0.092 -0.131 -0.066
0.053 0.148 0.013
0.063 0.017 0.082
0.015 -0.071 0.057
-0.057 -0.088 -0.037
-0.022 0.019 0.034
0.037 0.016 -0.029

Löwdin charges, unit e, in atom order: -0.068, 0.096, -0.114, -0.233, -0.015, -0.078, -0.084, -0.024, -0.132, -0.065, -0.052, -0.528, 0.125, -0.510, -0.092, -0.105, 0.125, 0.123, -0.177, -0.333, -0.173, -0.202, 0.105, 0.111, -0.191, 0.102, 0.107, -0.155, 0.109, 0.107, 0.113, 0.117, 0.141, 0.125, 0.108, 1.134, -0.476, -0.224, 0.112, 0.096, 0.673, -0.311, -0.301, -0.138, 0.100, -0.325, 0.151, 0.126, 0.116, 0.133, 0.124, 0.116, 0.102, 0.106, 0.104, 0.104, 0.097